{
  "formula": "C38H65N3O16",
  "method": "ωB97M-V/def2-TZVPD",
  "species": ["O", "N", "O", "C", "C", "C", "C", "C", "C", "H", "H", "H", "H", "H", "O", "N", "O", "C", "C", "C", "C", "C", "C", "H", "H", "H", "H", "H", "O", "N", "O", "C", "C", "C", "C", "C", "C", "H", "H", "H", "H", "H", "C", "O", "C", "C", "O", "C", "H", "H", "H", "H", "H", "H", "H", "H", "H", "H", "C", "O", "C", "C", "O", "C", "H", "H", "H", "H", "H", "H", "H", "H", "H", "H", "C", "O", "C", "C", "O", "C", "H", "H", "H", "H", "H", "H", "H", "H", "H", "H", "C", "O", "C", "C", "O", "C", "H", "H", "H", "H", "H", "H", "H", "H", "H", "H", "C", "O", "C", "C", "O", "C", "H", "H", "H", "H", "H", "H", "H", "H", "H", "H"],
  "xyz": [[0.387444, 1.965700, -3.884707], [0.258351, 3.160777, -4.196144], [0.340110, 3.496909, -5.369628], [-0.032926, 4.067021, -3.041954], [-0.185409, 3.483251, -1.779902], [-0.376935, 4.341735, -0.714468], [-0.295413, 5.689537, -0.867602], [-0.194185, 6.262926, -2.183626], [-0.064104, 5.400624, -3.278783], [-0.112971, 2.377468, -1.736124], [-0.471809, 3.924331, 0.304442], [-0.480179, 6.388641, -0.105974], [-0.221289, 7.388642, -2.339209], [-0.033508, 5.600316, -4.356885], [1.768357, -4.450152, 1.527380], [0.986599, -4.658295, 0.619769], [-0.187901, -4.405081, 0.722889], [1.625076, -5.370088, -0.556754], [1.024928, -5.301322, -1.783474], [1.799128, -5.509156, -2.947577], [3.043128, -6.054509, -2.732784], [3.613947, -6.104414, -1.457419], [2.947670, -5.731199, -0.361762], [0.004220, -4.843760, -1.866954], [1.410397, -5.373010, -3.918933], [3.662533, -6.344210, -3.593570], [4.572388, -6.507090, -1.383922], [3.355362, -5.612750, 0.623023], [-0.574369, -1.406306, -2.790531], [-0.096261, -1.351575, -1.677579], [0.873112, -2.018531, -1.354768], [-0.775549, -0.439757, -0.688815], [-1.932078, 0.243676, -1.083247], [-2.529957, 1.087058, -0.156530], [-1.960247, 1.221667, 1.117525], [-0.882504, 0.441111, 1.484856], [-0.271803, -0.386579, 0.578252], [-2.333289, 0.092527, -2.103745], [-3.476028, 1.647936, -0.358301], [-2.494121, 1.745819, 1.917220], [-0.511399, 0.299837, 2.507370], [0.612228, -0.929227, 0.917829], [-3.339207, -0.514513, -4.595140], [-4.016373, -1.002695, -3.490585], [-3.631793, -2.279043, -3.050839], [-4.451662, -2.640249, -1.870929], [-4.367917, -4.027587, -1.472793], [-3.273187, -4.351020, -0.706420], [-4.001979, -0.656296, -5.473181], [-2.452097, -1.042346, -4.909010], [-3.063349, 0.562069, -4.487514], [-2.533185, -2.170253, -2.814346], [-3.751122, -3.104430, -3.813819], [-5.481537, -2.412479, -2.128751], [-4.223254, -2.017588, -1.032376], [-3.231757, -3.654997, 0.173268], [-2.406150, -4.325521, -1.314451], [-3.454116, -5.329776, -0.289367], [-5.643820, 4.044836, 2.562322], [-4.234834, 3.891428, 2.437605], [-3.567096, 5.039791, 2.020964], [-3.986190, 5.372753, 0.623103], [-3.778274, 4.310177, -0.275509], [-4.045665, 4.665619, -1.584553], [-6.081810, 4.196282, 1.523216], [-5.910965, 4.794198, 3.300550], [-5.949314, 3.121054, 3.023491], [-2.509780, 4.800873, 2.024678], [-3.883073, 5.877170, 2.662089], [-3.501296, 6.268548, 0.169934], [-5.100895, 5.669838, 0.615938], [-3.111907, 5.099258, -2.107183], [-4.873590, 5.419436, -1.685256], [-4.406420, 3.811869, -2.256005], [6.445829, -2.909037, -0.045460], [5.470686, -2.549425, -0.940451], [4.621308, -1.528557, -0.531367], [3.903521, -1.144101, -1.824825], [4.768860, -0.216032, -2.587706], [4.169076, 0.144235, -3.812270], [5.971570, -3.240346, 0.922256], [7.142705, -2.074816, 0.180612], [7.017088, -3.652177, -0.544904], [5.198136, -0.670813, -0.173735], [3.877854, -1.888413, 0.269067], [2.964363, -0.616252, -1.682068], [3.783218, -2.080259, -2.466608], [5.005712, 0.617779, -4.403478], [3.368311, 0.835385, -3.696748], [3.685719, -0.732187, -4.277888], [-1.109691, -2.526504, 2.897462], [-1.925098, -1.496144, 3.497221], [-1.914342, -1.590962, 4.951208], [-0.756111, -0.965423, 5.687630], [-0.769782, 0.453682, 5.660541], [0.556469, 0.955587, 5.714224], [-1.233415, -3.480760, 3.411803], [-0.030425, -2.310266, 2.932039], [-1.379613, -2.609649, 1.829448], [-1.977200, -2.678023, 5.258415], [-2.799193, -1.023095, 5.163800], [0.097247, -1.287460, 5.113568], [-0.696330, -1.251881, 6.769823], [1.174627, 0.890357, 4.844587], [1.066056, 0.477478, 6.571827], [0.512635, 2.027730, 5.994368], [2.878776, -1.330652, 3.363357], [2.386300, -0.224003, 2.621831], [3.282596, 0.840071, 2.656444], [2.694430, 1.980012, 1.828211], [2.554104, 1.517514, 0.473233], [3.543593, 2.074932, -0.374898], [2.896490, -1.133716, 4.467601], [3.886381, -1.698920, 3.037480], [2.268864, -2.270238, 3.303594], [4.266722, 0.652427, 2.194747], [3.325492, 1.241836, 3.677252], [3.243084, 2.850416, 2.109648], [1.656769, 2.062389, 2.288928], [4.518311, 1.810205, 0.066260], [3.448867, 3.152563, -0.438409], [3.412302, 1.648607, -1.385682]],
  "atomic_forces_ev_per_a": [[-0.040, 1.255, -0.047], [-0.073, -2.781, -0.259], [-0.211, 1.180, 1.266], [0.298, -1.447, 0.389], [0.270, -0.730, -1.180], [0.485, -1.512, 1.533], [-0.481, 1.689, -3.308], [0.039, 0.428, 0.334], [-0.245, 0.984, -0.448], [-0.215, 1.008, 0.389], [-0.107, 0.145, -0.717], [0.055, 0.501, 1.260], [0.044, -1.681, 0.316], [0.158, 0.860, 0.575], [0.231, 0.542, 0.383], [0.649, -1.253, 0.694], [-0.435, -0.123, -1.223], [-0.633, 1.357, 0.576], [-1.214, 1.646, -1.152], [-0.337, -1.182, 2.145], [0.860, 0.393, -0.832], [0.012, -0.911, -1.777], [-1.287, 0.644, 1.037], [1.057, -0.627, 0.190], [-0.464, 0.154, -0.806], [-0.275, 0.145, 0.438], [1.583, -0.379, 0.180], [0.321, -0.290, 0.083], [-0.075, 0.237, -0.310], [-0.204, -0.004, 0.094], [-0.259, 0.417, 0.567], [0.062, -0.598, -1.009], [0.069, -0.134, -0.716], [-0.536, 0.635, 0.201], [-0.868, -0.501, 0.675], [0.306, -0.156, 0.866], [1.070, -0.173, 0.118], [0.250, 0.170, 0.853], [1.051, -0.595, -0.060], [0.178, 0.220, -0.522], [-0.399, 0.804, -0.300], [-0.294, -0.029, -0.502], [-0.411, 0.728, -1.837], [-0.637, 0.052, 0.829], [2.322, -0.667, -0.863], [-0.729, -1.058, 0.635], [-1.705, 1.194, -1.454], [-0.507, 0.814, 1.669], [0.145, 0.538, 0.178], [0.627, -0.415, 0.595], [-0.388, -0.752, 0.082], [-1.037, -0.728, -0.127], [0.025, 0.906, 0.333], [-0.315, -0.342, 0.001], [0.369, 0.515, 0.777], [0.516, -0.357, -0.596], [1.381, -0.020, -0.189], [0.172, -0.455, -0.057], [0.516, -0.531, -1.092], [-0.272, -0.595, 0.693], [-0.575, 0.046, -0.605], [-1.483, 1.712, -1.581], [-0.150, -0.785, 0.656], [-0.007, 0.543, -2.795], [0.020, -0.173, 1.585], [-0.032, 0.732, -0.226], [-0.449, -0.501, -0.294], [0.249, 0.210, 0.396], [0.652, 0.113, 0.004], [0.136, -0.227, 0.759], [1.356, -0.448, 0.000], [-1.219, -0.456, 0.777], [0.672, -0.399, 0.330], [0.697, 0.666, 1.352], [-0.008, 0.696, 1.580], [-0.169, -0.247, -0.693], [-1.425, -0.056, -0.289], [0.871, 0.417, -1.291], [-0.670, -1.035, 1.041], [1.360, -0.494, -0.367], [0.663, -0.069, -0.661], [-0.316, -0.128, 0.020], [0.505, -1.006, 0.037], [-0.075, 0.101, 0.213], [0.906, 0.512, -0.940], [-0.289, -0.281, 0.245], [-0.175, 1.105, 0.920], [-1.141, -0.676, 0.222], [-0.743, 1.000, 0.311], [0.603, 0.131, -0.318], [-0.093, 0.624, -0.342], [1.283, -1.115, 0.995], [-0.717, -0.370, -0.702], [0.238, 0.274, -0.059], [0.266, 0.200, -0.867], [-0.508, 0.982, 2.320], [-0.295, -0.121, -0.099], [-0.187, 0.216, 0.053], [-0.029, 0.017, 0.708], [-0.190, 1.081, -0.237], [-0.713, -0.091, 0.704], [0.927, -0.405, 0.216], [-0.062, -0.353, -0.921], [0.036, -0.558, -1.020], [0.146, 0.023, -0.367], [-0.234, -0.491, -0.284], [0.241, -1.448, 0.901], [0.189, -1.545, 0.195], [-0.112, 1.488, -0.572], [-2.513, -2.666, 1.005], [-0.038, 1.321, 0.687], [0.118, -0.656, 0.035], [0.263, 0.271, -0.764], [-0.524, 0.771, 0.148], [-0.121, 1.185, -0.571], [-0.029, -0.612, 0.594], [0.647, -0.240, 0.150], [0.558, 1.057, -0.890], [0.882, 0.346, -0.964], [0.088, 0.184, -0.631], [-0.003, 0.393, 0.011], [0.256, 0.096, 0.605]],
  "homo_energy_ev": -9.30,
  "e_above_lowest_kj_mol": 170.5,
  "smiles": "O=[N+]([O-])c1ccccc1.O=[N+]([O-])c1ccccc1.O=[N+]([O-])c1ccccc1.COCCOC.COCCOC.COCCOC.COCCOC.COCCOC",
  "orbital_gap_ev": 8.824,
  "spin_multiplicity": 1,
  "total_charge": 0,
  "total_energy_ha": -2854.44830,
  "largest_force_ev_per_a": 3.8
}